No. 1
DFT (wB97M-V/def2-TZVPD) results for a structure of composition C25H44BN8O2SSbSi3Ti.

XYZ file:
```
86
Properties=species:S:1:pos:R:3:forces:R:3:lowdin_charge:R:1
Ti 0.258 -0.347 0.062 -0.20 -0.25 0.36 0.69
B 0.127 0.228 3.573 0.15 -0.01 -0.04 -0.42
N -0.557 1.280 2.639 -0.16 -0.03 0.12 -0.07
C -1.036 2.450 3.083 -0.14 0.01 -0.04 -0.09
C -1.511 3.180 2.006 0.07 -0.02 0.00 -0.06
C -1.264 2.359 0.910 -0.13 0.03 0.08 -0.17
N -0.690 1.218 1.302 0.24 0.04 -0.22 -0.05
N -0.022 -1.238 3.065 -0.25 0.01 0.23 -0.07
C -0.030 -2.297 3.882 -0.08 -0.10 -0.03 -0.09
C -0.174 -3.448 3.125 0.02 0.08 -0.02 -0.06
C -0.256 -2.984 1.815 -0.09 -0.09 0.03 -0.15
N -0.160 -1.650 1.790 0.29 0.00 -0.25 -0.06
H 1.299 0.491 3.696 0.06 0.03 -0.15 0.05
H -0.437 0.297 4.634 0.03 0.02 0.08 0.08
H -1.026 2.675 4.136 0.00 -0.03 -0.02 0.12
H -1.980 4.148 2.021 0.02 -0.01 0.00 0.09
H -1.498 2.517 -0.131 0.01 -0.01 -0.01 0.10
H 0.045 -2.160 4.949 -0.01 0.01 -0.02 0.12
H -0.235 -4.465 3.472 0.00 0.02 0.00 0.09
H -0.409 -3.524 0.893 0.03 0.02 0.00 0.08
N 4.903 -5.664 -3.527 -0.02 0.01 0.01 0.10
C 3.680 -5.053 -3.278 0.01 0.00 0.01 -0.33
C 3.165 -5.002 -1.979 -0.04 0.04 -0.01 -0.04
C 1.980 -4.338 -1.724 0.06 -0.07 -0.05 -0.07
C 1.296 -3.720 -2.762 0.00 0.07 0.06 -0.30
C 1.789 -3.770 -4.055 -0.03 0.05 -0.07 -0.06
C 2.974 -4.435 -4.312 0.04 -0.01 -0.03 -0.03
S -0.158 -2.795 -2.410 0.03 -0.20 -0.11 0.60
O -0.915 -2.664 -3.620 -0.04 0.04 -0.02 -0.29
O -0.777 -3.413 -1.263 0.06 0.05 0.05 -0.32
N 0.393 -1.365 -1.882 -0.27 -0.03 0.32 -0.19
C 0.409 -0.236 -2.630 0.10 -0.03 0.02 -0.50
N 0.311 0.853 -1.813 -0.04 0.18 -0.31 0.01
C 0.252 2.043 -2.395 0.03 0.07 -0.02 -0.14
C 0.289 2.183 -3.770 0.00 0.08 -0.01 -0.06
C 0.462 1.019 -4.504 0.01 -0.14 0.04 -0.12
N 0.547 -0.186 -3.953 0.00 0.08 -0.09 0.15
H 5.181 -6.366 -2.861 0.00 0.00 0.00 0.09
H 5.058 -5.952 -4.479 0.00 -0.01 0.00 0.09
H 3.703 -5.486 -1.172 0.00 0.00 0.01 0.11
H 1.572 -4.305 -0.722 0.00 0.00 0.04 0.11
H 1.234 -3.283 -4.848 0.04 -0.01 0.01 0.12
H 3.365 -4.477 -5.322 -0.01 0.01 0.01 0.11
H 0.183 2.901 -1.737 -0.01 0.04 0.02 0.10
H 0.224 3.151 -4.243 0.00 0.00 0.01 0.10
H 0.553 1.052 -5.585 0.01 0.02 0.00 0.11
C 3.854 1.595 -2.773 -0.04 -0.02 0.02 -0.20
Si 4.461 0.220 -1.653 0.08 0.02 0.05 0.32
C 6.296 0.505 -1.368 -0.08 -0.02 0.01 -0.21
C 4.184 -1.443 -2.452 -0.01 0.00 -0.01 -0.21
Sb 3.037 0.250 0.495 0.32 0.14 -0.03 0.92
Si 4.302 -1.358 2.047 0.03 -0.04 -0.02 0.31
C 4.088 -0.838 3.829 -0.02 -0.01 -0.03 -0.21
C 6.135 -1.458 1.660 -0.04 0.02 0.00 -0.23
C 3.519 -3.027 1.719 -0.02 0.02 0.08 -0.21
Si 3.489 2.644 1.305 0.00 -0.02 -0.01 0.31
C 5.273 3.143 0.995 -0.05 -0.01 0.00 -0.23
C 2.337 3.719 0.287 0.00 -0.03 0.01 -0.22
C 3.083 2.840 3.118 0.03 -0.01 -0.01 -0.21
H 4.402 1.565 -3.719 0.01 -0.01 0.01 0.04
H 4.013 2.579 -2.326 0.00 -0.01 -0.01 0.02
H 2.793 1.488 -2.999 0.03 0.02 0.00 0.00
H 6.807 0.493 -2.336 -0.03 0.00 -0.01 0.04
H 6.747 -0.265 -0.745 0.02 -0.02 0.01 0.00
H 6.487 1.471 -0.902 0.02 -0.01 -0.01 0.01
H 4.776 -1.534 -3.367 -0.01 0.01 0.01 0.04
H 3.132 -1.578 -2.714 0.01 -0.02 0.01 0.01
H 4.468 -2.263 -1.788 0.00 0.00 -0.01 0.03
H 4.700 0.038 4.059 -0.01 -0.01 0.00 0.02
H 4.404 -1.653 4.488 0.01 0.01 -0.01 0.04
H 3.049 -0.595 4.053 0.00 -0.01 0.02 0.00
H 6.616 -0.478 1.697 0.00 -0.02 0.00 0.02
H 6.312 -1.892 0.674 0.00 0.00 0.00 0.02
H 6.625 -2.102 2.397 -0.03 0.01 0.01 0.04
H 2.453 -3.017 1.957 0.02 0.00 0.00 0.01
H 3.994 -3.802 2.329 0.00 0.02 -0.01 0.04
H 3.631 -3.305 0.669 0.00 0.00 -0.05 0.01
H 5.473 3.251 -0.073 0.00 0.00 0.02 0.01
H 5.970 2.406 1.399 0.00 0.02 0.00 0.02
H 5.483 4.104 1.473 -0.02 -0.01 0.00 0.03
H 2.464 3.541 -0.783 0.00 0.01 0.01 0.01
H 2.526 4.778 0.481 0.00 -0.01 0.01 0.04
H 1.298 3.505 0.551 0.01 0.00 0.00 0.01
H 3.828 2.362 3.758 -0.03 0.00 -0.03 0.02
H 2.111 2.405 3.352 0.00 0.02 0.01 0.00
H 3.055 3.905 3.367 0.02 -0.01 -0.01 0.04
```
Forces are in eV/Å.

Properties
LUMO level (spin up / spin down): 0.515 / 0.347 eV
Kohn-Sham gap (spin up / spin down): 7.09 / 8.54 eV
multiplicity: 3
charge: 0
HOMO level (spin up / spin down): -6.6 / -8.2 eV

***

No. 2
DFT (wB97M-V/def2-TZVPD) results for a structure of composition C25H44Cl3HoN4O3SeSi in a non-equilibrium geometry.

XYZ file:
```
82
Properties=species:S:1:pos:R:3:forces:R:3:lowdin_charge:R:1
C 1.380 -0.948 -3.305 0.18 -0.63 0.04 -0.04
C 0.947 0.471 -3.291 0.23 1.05 -0.55 -0.24
H 1.098 -1.469 -4.224 0.07 0.01 0.17 0.07
H 0.963 -1.493 -2.441 0.11 0.21 -0.32 0.03
H 2.477 -1.004 -3.204 -0.25 -0.01 -0.04 0.10
C 0.474 1.173 -4.323 0.17 -0.08 0.09 -0.12
C 0.304 0.693 -5.723 -0.19 -0.15 -0.58 -0.10
H 0.207 2.220 -4.167 0.10 -0.18 0.03 0.10
H 0.538 -0.371 -5.854 -0.06 0.27 0.06 0.06
H 0.946 1.260 -6.414 -0.11 -0.13 0.16 0.07
H -0.728 0.854 -6.072 0.18 -0.07 0.04 0.07
Ho -0.093 -0.188 0.693 0.37 -0.84 -0.98 0.60
Cl 2.299 0.154 1.123 1.65 0.53 0.47 0.03
Cl 0.215 -2.481 -0.047 0.09 -1.90 -0.53 -0.04
C 0.337 2.728 1.359 -0.79 -0.22 0.23 -0.30
O -0.540 1.829 1.392 0.49 1.70 0.60 -0.18
N 0.060 3.951 1.765 -0.08 0.18 0.00 -0.16
C -1.283 4.316 2.194 0.13 0.23 0.04 -0.01
C 1.059 4.991 1.700 0.24 0.32 -0.01 -0.03
H 1.367 2.536 1.021 -0.28 0.01 0.08 0.09
H -1.900 3.420 2.246 0.11 0.16 -0.06 0.07
H -1.721 5.032 1.483 0.10 -0.18 0.14 0.10
H -1.230 4.795 3.181 -0.03 -0.10 -0.20 0.10
H 1.994 4.571 1.313 -0.20 0.13 0.08 0.10
H 1.232 5.408 2.700 0.00 -0.04 -0.17 0.09
H 0.730 5.791 1.025 0.09 -0.14 0.12 0.09
H -1.561 -1.143 -3.007 -0.20 0.01 0.26 0.10
H -2.494 1.144 -3.546 -0.17 -0.08 0.19 0.09
C -2.367 -1.298 -2.274 0.15 -0.16 -0.10 -0.02
C -3.322 0.904 -2.862 0.07 0.17 -0.14 -0.03
N -2.860 -0.005 -1.829 -0.16 0.52 0.28 -0.16
H -1.966 -1.851 -1.423 -0.09 0.05 -0.21 0.03
C -2.706 0.427 -0.586 -0.09 -0.81 -0.29 -0.30
O -2.244 -0.271 0.344 -1.56 0.54 -0.53 -0.18
H -3.688 1.831 -2.404 0.07 -0.23 -0.15 0.09
H -3.044 1.454 -0.403 0.01 -0.04 -0.03 0.15
H -3.187 -1.851 -2.750 0.14 0.08 0.12 0.10
H -4.134 0.439 -3.433 0.13 0.09 0.12 0.09
O -0.037 0.626 -1.266 -2.22 -0.98 1.87 -0.34
C 1.018 1.095 -1.910 1.31 0.86 -1.19 -0.48
C -0.188 3.314 -1.740 -0.03 0.20 0.06 -0.05
C 1.006 2.619 -1.881 0.42 -0.36 -0.40 -0.18
H -1.109 2.751 -1.595 0.23 0.09 -0.08 0.11
C -0.191 4.707 -1.774 -0.05 -0.03 0.06 -0.09
H 1.968 0.770 -1.449 0.10 0.14 -0.11 0.09
C 2.202 3.314 -2.026 -0.10 0.21 0.01 -0.02
H -1.134 5.242 -1.677 0.14 -0.01 -0.03 0.10
C 1.001 5.405 -1.934 0.01 0.06 0.02 -0.12
C 2.200 4.702 -2.052 0.10 0.15 0.03 -0.09
H 3.132 2.757 -2.123 -0.15 0.10 0.01 0.13
H 0.999 6.494 -1.962 0.01 -0.20 -0.01 0.10
H 3.138 5.239 -2.168 -0.14 -0.02 0.01 0.10
Si 0.329 -7.587 -0.326 0.03 0.14 0.46 0.08
Cl 0.577 -7.597 -2.388 0.00 -0.05 -0.15 0.28
C -1.486 -7.304 0.020 -0.19 -0.01 -0.06 -0.22
C 1.380 -6.209 0.361 0.09 0.12 -0.03 -0.22
C 0.887 -9.256 0.316 0.03 -0.18 -0.04 -0.23
H -1.821 -6.345 -0.399 0.13 -0.20 0.10 0.03
H -1.683 -7.288 1.101 0.09 0.00 -0.21 0.03
H -2.104 -8.098 -0.424 0.15 0.15 0.09 0.03
H 0.293 -10.070 -0.124 0.12 0.19 0.09 0.03
H 0.780 -9.313 1.408 0.01 0.06 -0.22 0.03
H 1.942 -9.440 0.070 -0.24 0.07 0.04 0.03
H 1.074 -5.235 -0.048 0.06 -0.24 0.13 -0.02
H 2.441 -6.360 0.117 -0.25 0.00 0.04 0.03
H 1.291 -6.154 1.456 -0.02 -0.03 -0.24 0.04
C -2.181 1.177 4.443 0.31 0.22 0.17 -0.01
N -0.723 1.020 4.650 0.05 -0.41 -0.44 -0.11
C 0.054 1.836 5.445 -0.03 -0.09 -0.09 -0.06
C 1.309 1.354 5.434 -0.12 -0.17 -0.14 -0.05
N 1.329 0.231 4.632 -0.40 -0.20 -0.33 -0.10
C 2.517 -0.624 4.406 0.02 0.25 0.11 -0.05
C 0.071 0.025 4.137 0.31 1.00 1.29 -0.73
Se -0.476 -1.374 3.161 -0.69 -1.71 0.29 0.70
H -2.699 1.098 5.408 0.22 -0.05 -0.22 0.10
H -2.575 0.412 3.765 0.44 0.11 0.16 0.06
H -2.388 2.170 4.021 0.16 -0.32 0.11 0.08
H -0.344 2.676 5.963 -0.19 0.35 0.18 0.12
H 2.174 1.709 5.941 0.41 0.12 0.16 0.12
H 3.314 -0.025 3.947 -0.33 -0.14 0.05 0.08
H 2.872 -1.020 5.364 -0.21 0.14 -0.10 0.09
H 2.282 -1.463 3.744 -0.21 0.41 0.10 0.05
```
Forces are in eV/Å.

Properties
LUMO level (spin up / spin down): 0.148 / 0.148 eV
Kohn-Sham gap (spin up / spin down): 7.91 / 7.93 eV
multiplicity: 5
charge: 0
HOMO level (spin up / spin down): -7.8 / -7.8 eV